{"formula": "C38H29F6N4O2", "method": "ωB97M-V/def2-TZVPD", "homo_ev": -11.67, "smiles": "O=C(c1ccccc1)N1CCN2CCN(C(=O)c3ccccc3)c3c[n+](C(c4ccc(C(F)(F)F)cc4)c4ccc(C(F)(F)F)cc4)cc1c32", "lumo_ev": -3.25, "charge": 1, "gap_ev": 8.4208, "species": ["O", "C", "C", "C", "C", "C", "C", "C", "N", "C", "C", "N", "C", "C", "N", "C", "O", "C", "C", "C", "C", "C", "C", "C", "C", "N", "C", "C", "C", "C", "C", "C", "F", "F", "F", "C", "C", "C", "C", "C", "C", "C", "F", "F", "F", "C", "C", "C", "C", "C", "H", "H", "H", "H", "H", "H", "H", "H", "H", "H", "H", "H", "H", "H", "H", "H", "H", "H", "H", "H", "H", "H", "H", "H", "H", "H", "H", "H", "H"], "positions_angstrom": [[-1.75442, -6.75246, 3.65194], [-1.99808, -7.26901, 2.56789], [-2.68397, -8.60402, 2.44778], [-4.07771, -8.67712, 2.36700], [-4.67000, -9.92526, 2.17010], [-3.87138, -11.07359, 2.09514], [-2.47879, -10.98670, 2.21075], [-1.87931, -9.74400, 2.41427], [-1.66545, -6.72832, 1.31728], [-1.88973, -7.56044, 0.14082], [-1.62143, -6.85439, -1.16260], [-0.38490, -6.12285, -1.07553], [0.22476, -5.80108, -2.34835], [1.54896, -5.12399, -2.10374], [1.35664, -3.93646, -1.26996], [1.82918, -2.66836, -1.64245], [1.38863, -1.60978, -1.20511], [2.93161, -2.68273, -2.66513], [2.81657, -1.86235, -3.79120], [3.78788, -1.93742, -4.79097], [4.90638, -2.76476, -4.61719], [5.06465, -3.50784, -3.44098], [4.07920, -3.45511, -2.45124], [0.54517, -4.10178, -0.13744], [0.48545, -3.16672, 0.88390], [-0.09925, -3.45752, 2.08260], [-0.10417, -2.50193, 3.13058], [-1.36933, -1.65003, 3.04156], [-2.56284, -2.15743, 3.55036], [-3.69595, -1.34716, 3.63458], [-3.59315, -0.01028, 3.26689], [-4.70243, 0.96022, 3.59313], [-4.21511, 2.04303, 4.27890], [-5.67126, 0.40025, 4.37153], [-5.32782, 1.45146, 2.47660], [-2.46068, 0.46774, 2.61417], [-1.39394, -0.40378, 2.40269], [1.18920, -1.67845, 3.19845], [1.15484, -0.42296, 3.80749], [2.25806, 0.41627, 3.81383], [3.48076, -0.08548, 3.39386], [4.71502, 0.75547, 3.59307], [5.68870, 0.05683, 4.25870], [5.26781, 1.16688, 2.40846], [4.47246, 1.88374, 4.32584], [3.57675, -1.35761, 2.83607], [2.43354, -2.15678, 2.75477], [-0.79353, -4.63032, 2.24268], [-0.90411, -5.54578, 1.21100], [-0.21709, -5.28531, -0.00520], [-4.66868, -7.76058, 2.42230], [-5.75395, -9.99811, 2.06002], [-4.33952, -12.05084, 1.95852], [-1.85084, -11.87695, 2.12867], [-0.79651, -9.63763, 2.50681], [-1.26683, -8.46396, 0.18595], [-2.92978, -7.90038, 0.14200], [-1.50625, -7.60292, -1.95116], [-2.47256, -6.20058, -1.42251], [0.36457, -6.74110, -2.89425], [-0.42457, -5.15861, -2.96468], [2.23725, -5.81365, -1.59442], [1.99628, -4.86311, -3.05970], [1.95145, -1.20302, -3.87646], [3.66222, -1.35872, -5.70769], [5.66876, -2.81442, -5.39645], [5.94093, -4.14641, -3.29454], [4.17826, -4.02682, -1.52533], [0.95278, -2.19040, 0.80406], [-0.17971, -3.05189, 4.07535], [-2.60045, -3.18761, 3.89710], [-4.63834, -1.76096, 3.98715], [-2.40344, 1.49850, 2.26772], [-0.55605, -0.08518, 1.77728], [0.23070, -0.05752, 4.26304], [2.15246, 1.44485, 4.14957], [4.53422, -1.72060, 2.45958], [2.53620, -3.14388, 2.29847], [-1.20557, -4.78288, 3.22571]], "atomic_forces_ev_per_a": [[-0.1, -0.2, -1.4], [-0.2, -0.1, 0.7], [0.0, 0.0, 0.5], [0.4, -0.2, -0.2], [0.1, 0.0, 0.1], [0.1, 0.1, 0.0], [-0.1, 0.1, 0.1], [-0.4, 0.0, -0.2], [0.3, 0.5, 0.8], [-0.2, -0.9, -0.4], [-0.4, 0.0, 0.3], [0.3, 0.4, 0.3], [0.0, 0.1, -0.1], [0.4, -0.3, 0.1], [-0.2, 0.8, -0.1], [0.1, 1.0, -0.4], [0.2, -1.4, -0.1], [0.2, 0.2, 0.3], [0.0, -0.3, 0.0], [0.1, -0.1, 0.2], [-0.2, 0.1, 0.1], [-0.1, 0.1, 0.1], [-0.1, -0.1, -0.5], [-0.1, 0.1, 0.6], [0.1, -0.1, 0.6], [-0.1, -2.4, -2.8], [0.0, 1.6, 1.5], [-0.5, 0.2, -0.5], [0.0, 0.3, 0.1], [0.1, -0.2, -0.1], [-0.2, 0.1, 0.1], [-0.9, 0.7, 0.2], [-0.4, -0.9, -0.6], [0.8, 0.4, -0.6], [0.6, -0.4, 0.9], [0.1, -0.5, -0.3], [0.1, 0.2, 0.1], [0.5, 0.0, 0.4], [-0.5, 0.2, -0.1], [0.0, -0.3, 0.2], [0.1, 0.3, -0.1], [1.1, 0.7, 0.0], [-0.9, 0.5, -0.6], [-0.5, -0.4, 0.9], [0.1, -1.0, -0.7], [-0.2, -0.1, 0.2], [0.1, 0.2, -0.2], [0.7, 0.7, -0.1], [0.0, 0.2, 0.1], [-0.5, 0.0, -0.7], [0.1, -0.3, 0.0], [0.4, 0.0, 0.1], [0.1, 0.3, 0.0], [-0.3, 0.2, 0.1], [-0.3, -0.1, 0.0], [-0.1, 0.3, 0.1], [0.2, 0.1, 0.0], [-0.2, 0.1, 0.1], [0.3, 0.0, 0.0], [0.1, 0.2, 0.1], [0.0, 0.0, 0.2], [-0.2, 0.1, -0.1], [0.0, 0.2, 0.2], [0.2, -0.2, -0.1], [0.1, -0.1, 0.3], [-0.3, 0.0, 0.2], [-0.3, 0.3, -0.1], [0.0, 0.1, -0.3], [-0.2, -0.4, -0.1], [0.0, -0.1, -0.2], [-0.1, 0.2, 0.1], [0.3, 0.2, 0.1], [-0.1, -0.3, 0.0], [-0.1, 0.0, 0.5], [0.3, -0.1, -0.3], [0.2, -0.3, 0.2], [-0.3, 0.0, 0.2], [-0.1, 0.3, 0.2], [-0.1, -0.2, -0.2]], "mulliken_charge": [-0.637, 0.542, -0.276, -0.124, -0.604, -0.396, -0.705, -0.225, 0.067, -0.664, -0.901, -0.057, -0.954, -0.578, 0.239, 0.454, -0.614, 0.147, -0.511, -0.606, -0.409, -0.617, 0.056, 0.078, -1.243, 0.318, 0.018, 0.447, -0.417, -0.955, 0.264, 0.753, -0.248, -0.278, -0.248, -1.282, 0.108, -0.302, -0.507, -0.974, 0.393, 0.743, -0.250, -0.246, -0.278, -1.387, -0.061, -0.756, -0.226, 0.493, 0.430, 0.396, 0.391, 0.393, 0.483, 0.431, 0.448, 0.411, 0.334, 0.466, 0.337, 0.232, 0.511, 0.421, 0.391, 0.389, 0.394, 0.436, 1.231, 0.775, 0.387, 0.446, 0.420, 0.582, 0.665, 0.471, 0.404, 0.540, 1.202]}